--- 1 ---
Molecular formula: C17H20N2O5S
Method: DFT, wB97M-V/def2-TZVPD

As for the total charge: 0. For the LUMO energy, the calculation gives 0.04 eV. Its HOMO energy is -8.5044 eV.

Structure (XYZ):
```
45
C17H20N2O5S (wB97M-V/def2-TZVPD)
C -1.80 0.75 -4.86
H -1.50 0.19 -5.73
H -1.63 1.86 -5.36
H -2.74 0.64 -4.54
O -0.71 0.68 -3.69
C -0.91 1.22 -2.54
C -1.98 2.14 -2.25
C -1.81 2.91 -1.23
C -0.92 2.60 -0.19
C -0.03 1.75 -0.42
C 0.13 0.82 -1.74
O 1.25 0.00 -1.69
C 1.68 -0.16 -2.79
H 2.55 -0.89 -2.74
H 1.95 0.58 -3.55
H 0.88 -1.12 -3.35
H 0.65 1.59 0.41
N -1.21 3.24 1.10
C -0.82 2.87 2.14
O -0.98 3.50 3.23
C -0.45 1.40 2.43
C 0.54 0.75 3.06
C 0.94 -0.47 2.97
C 0.04 -1.48 2.44
C -0.80 -0.90 1.73
C -1.42 0.47 1.79
H -2.38 0.84 1.55
H -1.69 -1.68 1.29
N 0.51 -2.73 2.45
S 2.14 -2.92 2.12
O 2.43 -4.33 1.60
O 3.09 -2.46 3.28
C 2.64 -1.87 0.66
H 1.86 -1.81 0.10
H 2.80 -0.84 1.15
H 3.57 -2.36 0.11
C -0.17 -3.56 1.80
H -1.44 -3.85 2.46
H 0.22 -4.65 1.87
H -0.59 -3.67 0.77
H 1.68 -0.67 3.56
H 1.10 1.45 3.58
H -1.51 4.17 1.09
H -2.75 3.64 -0.93
H -2.44 2.35 -3.17
```

--- 2 ---
Molecular formula: C17H20N2O5S
Method: DFT, wB97M-V/def2-TZVPD

As for the total charge: 0. For the LUMO energy, the calculation gives -0.07 eV. Its HOMO energy is -8.8052 eV.

Structure (XYZ):
```
45
C17H20N2O5S (wB97M-V/def2-TZVPD)
O -3.19 -1.89 0.30
C -2.88 -0.78 -0.06
N -3.76 0.23 -0.33
C -5.15 0.24 -0.23
C -5.88 -0.83 0.27
C -7.26 -0.75 0.34
C -7.92 0.39 -0.07
C -7.20 1.46 -0.57
C -5.82 1.39 -0.65
C -1.45 -0.40 -0.29
C -0.95 0.86 0.06
C 0.39 1.14 -0.14
C 1.22 0.17 -0.68
S 2.96 0.54 -0.87
O 3.48 -0.31 -1.90
O 3.13 1.96 -1.03
N 3.51 0.14 0.65
C 4.19 1.17 1.40
C 5.67 1.32 1.03
O 5.87 1.29 -0.36
C 3.70 -1.25 0.99
C 4.83 -1.98 0.23
O 4.37 -2.66 -0.91
C 0.74 -1.08 -1.02
C -0.60 -1.37 -0.81
H -3.36 1.09 -0.69
H -5.37 -1.72 0.59
H -7.82 -1.59 0.73
H -9.00 0.45 -0.01
H -7.71 2.36 -0.89
H -5.26 2.23 -1.03
H -1.59 1.60 0.50
H 0.81 2.10 0.12
H 4.08 0.96 2.47
H 3.67 2.10 1.17
H 6.05 2.26 1.46
H 6.26 0.49 1.43
H 5.21 1.86 -0.79
H 3.88 -1.30 2.06
H 2.76 -1.78 0.78
H 5.26 -2.74 0.88
H 5.61 -1.26 -0.04
H 4.10 -1.98 -1.55
H 1.41 -1.80 -1.45
H -1.00 -2.34 -1.05
```

Of them, the most stable is 2 and the least stable is 1.

--- 1 ---
Molecular formula: C9H12O2S
Method: DFT, wB97M-V/def2-TZVPD

As for the total charge: 0. For the LUMO energy (alpha / beta), the calculation gives -0.27 / -0.27 eV. Its HOMO energy (alpha / beta) is -8.2128 / -8.2149 eV.

Structure (XYZ):
```
24
C9H12O2S (wB97M-V/def2-TZVPD)
C -2.25 1.19 -1.93
C -1.18 1.21 -1.01
C -2.48 -0.05 -2.45
C -0.58 -0.02 -0.85
C 0.43 -0.44 0.08
C 0.62 0.37 1.41
C -0.71 0.62 2.14
C 1.59 -0.36 2.34
C 1.86 -1.40 -1.56
O 1.15 1.41 0.74
O 1.41 -1.25 -0.22
S -1.37 -1.22 -1.86
H -2.83 2.06 -2.18
H -0.79 2.08 -0.53
H -3.23 -0.35 -3.15
H -1.42 1.14 1.50
H -0.51 1.25 3.01
H -1.14 -0.32 2.48
H 1.16 -1.30 2.68
H 1.79 0.28 3.20
H 2.53 -0.55 1.84
H 2.82 -1.90 -1.49
H 1.97 -0.43 -2.04
H 1.17 -2.02 -2.15
```

--- 2 ---
Molecular formula: C9H12O2S
Method: DFT, wB97M-V/def2-TZVPD

As for the total charge: 0. For the LUMO energy, the calculation gives 0.74 eV. Its HOMO energy is -7.6979 eV.

Structure (XYZ):
```
24
C9H12O2S (wB97M-V/def2-TZVPD)
C -3.96 -0.76 0.08
S -2.40 -1.65 -0.21
C -1.19 -0.41 -0.31
C -1.11 0.89 -0.03
C 0.22 1.47 -0.02
C 1.33 0.72 0.04
C 2.70 1.31 0.16
C 1.23 -0.80 0.10
C 2.46 -1.45 -0.51
O 2.70 -1.52 -1.68
O 3.26 -1.97 0.43
C 0.00 -1.23 -0.69
H -4.76 -1.49 0.09
H -3.91 -0.25 1.04
H -4.12 -0.04 -0.72
H -1.96 1.50 0.23
H 0.30 2.54 0.00
H 2.67 2.39 0.10
H 3.15 1.02 1.12
H 3.35 0.93 -0.63
H 1.17 -1.11 1.15
H 4.03 -2.40 0.02
H 0.21 -1.16 -1.76
H -0.46 -2.20 -0.46
```

Of them, the most stable is 2 and the least stable is 1.

--- 1 ---
Molecular formula: C2H6N5
Method: DFT, wB97M-V/def2-TZVPD

As for the total charge: +1. For the LUMO energy, the calculation gives -5.87 eV. Its HOMO energy is -14.1089 eV.

Structure (XYZ):
```
13
C2H6N5 (wB97M-V/def2-TZVPD)
C -1.55 -1.41 -0.58
N -0.50 -1.20 0.32
N -0.48 -0.56 1.34
C 0.16 0.44 1.80
N 0.90 1.17 0.93
N 0.97 0.80 -0.27
N 1.75 1.37 -1.10
H -1.13 -1.79 -1.51
H -2.21 -2.19 -0.17
H -2.16 -0.51 -0.74
H 0.13 0.73 2.84
H 1.75 1.02 -2.05
H 2.38 2.12 -0.82
```

--- 2 ---
Molecular formula: C2H6N5
Method: DFT, wB97M-V/def2-TZVPD

As for the total charge: +1. For the LUMO energy, the calculation gives -4.54 eV. Its HOMO energy is -15.3695 eV.

Structure (XYZ):
```
13
C2H6N5 (wB97M-V/def2-TZVPD)
C -1.36 -0.71 -0.08
N 0.05 -0.49 -0.02
C 1.11 -1.33 -0.01
N 2.21 -0.63 0.02
N 1.90 0.62 0.04
N 0.62 0.73 0.02
N -0.08 1.86 -0.08
H -1.83 -0.50 0.89
H -1.80 -0.06 -0.84
H -1.55 -1.75 -0.33
H 1.06 -2.40 -0.02
H 0.52 2.67 -0.16
H -0.84 1.98 0.58
```

Of them, the most stable is 2 and the least stable is 1.

--- 1 ---
Molecular formula: CH4IN2
Method: DFT, wB97M-V/def2-TZVPD

As for the total charge: +1. For the LUMO energy, the calculation gives -5.09 eV. Its HOMO energy is -13.2718 eV.

Structure (XYZ):
```
8
CH4IN2 (wB97M-V/def2-TZVPD)
C 1.11 -0.88 -0.85
N 1.12 -1.93 -1.40
N -1.02 1.23 0.95
I 1.55 0.84 -0.09
H -1.27 2.11 1.29
H 1.08 -2.77 -1.93
H -1.70 0.89 0.29
H -0.88 0.51 1.73
```

--- 2 ---
Molecular formula: CH4IN2
Method: DFT, wB97M-V/def2-TZVPD

As for the total charge: +1. For the LUMO energy, the calculation gives -5.11 eV. Its HOMO energy is -14.8035 eV.

Structure (XYZ):
```
8
CH4IN2 (wB97M-V/def2-TZVPD)
N 0.32 0.84 -0.84
C 0.01 0.36 0.28
N -0.65 -1.33 0.21
I 0.21 1.26 2.15
H 0.33 0.57 -1.82
H 0.95 1.72 -0.83
H -1.10 -1.43 1.12
H -0.07 -1.98 -0.27
```

Of them, the most stable is 1 and the least stable is 2.